Density functional theory data (wB97M-V/def2-TZVPD) for a structure of composition C4H5N5O4 at a distorted geometry.

Properties
HOMO energy: -10.478 eV
net charge: 0
E: -19864.37418 eV
molar mass: 187.12 g/mol
ΔE to the lowest compared entry with this formula, charge and spin: 2.3376 eV

The geometry in XYZ format:
```
18
Properties=species:S:1:pos:R:3:forces:R:3
C -0.967 -2.623 -0.254 -3.4985 -0.8904 -1.0840
C 1.648 2.860 -0.142 -4.6614 2.5292 2.5595
C -0.158 -0.704 -1.662 0.0816 3.0401 0.4885
C 0.300 -0.663 -0.189 1.5382 0.1538 -0.1252
N -0.839 -1.681 -1.910 -0.5818 -3.0714 0.6872
N -0.250 -1.844 0.376 1.6543 0.5337 1.9550
N 0.801 3.507 0.473 1.2556 -0.8227 -0.8598
N -0.171 0.599 0.392 -0.3137 -0.1320 -1.9052
N -0.191 0.696 1.624 -0.1036 -0.9575 1.3699
O -1.849 -3.427 -0.294 1.8392 0.4356 0.0019
O 2.443 2.374 -0.803 2.2152 -1.2938 -1.3586
O -0.418 1.710 2.246 -0.2146 0.1154 0.0437
O 0.053 -0.402 2.413 -0.1746 -0.5851 0.0157
H -0.167 0.193 -2.279 0.7481 0.0149 -0.0777
H 1.442 -0.594 -0.063 -1.3802 -0.4897 -0.4672
H -1.372 -2.010 -2.679 -0.2289 0.4731 -1.1029
H -0.191 -1.252 1.856 0.4161 1.1166 0.3404
H -0.114 3.260 0.894 1.4090 -0.1697 -0.4811
```
Positions in Å, forces in eV/Å.